[1]
Entry from OMol25: a 2-piece molecular cluster, C3H9NO2S overall (ωB97M-V/def2-TZVPD).

Output
**HOMO level**: 0.56 eV
**HOMO-LUMO gap**: 0.207 Ha
**Spin multiplicity**: 1
**Lowest unoccupied orbital energy**: 6.184 eV
**Net charge**: -2
**Energy above the lowest of the compared OMol25 structures with the same formula, charge and spin**: 50.0 kJ/mol

Last columns: bonded neighbours and bond lengths (Å).
CARTESIAN COORDINATES (ANGSTROEM)
1 C -0.182 -0.108 0.962  O2 1.382, C3 1.543, H7 1.120, H8 1.101
2 O 1.033 -0.108 1.621  C1 1.382
3 C -0.076 0.233 -0.539  C1 1.543, C4 1.525, N6 1.474, H9 1.100
4 C -1.389 0.181 -1.313  C3 1.525, S5 1.892, H10 1.091, H11 1.087
5 S -2.692 1.468 -0.838  C4 1.892
6 N 0.618 1.525 -0.690  C3 1.474, H12 1.014, H13 1.014
7 H -0.651 -1.123 1.024  C1 1.120
8 H -0.905 0.622 1.356  C1 1.101
9 H 0.604 -0.520 -0.965  C3 1.100
10 H -1.883 -0.765 -1.083  C4 1.091
11 H -1.294 0.346 -2.383  C4 1.087
12 H -0.011 2.171 -1.155  N6 1.014
13 H 0.715 1.909 0.244  N6 1.014
14 H 1.997 -1.120 1.210  O16 1.088
15 H 1.661 -2.606 1.392  O16 0.966
16 O 2.454 -2.106 1.157  H14 1.088, H15 0.966


[2]
Entry from OMol25: a 2-piece molecular cluster, C3H9NO2S overall (ωB97M-V/def2-TZVPD).

Output
**HOMO level**: -9.15 eV
**Structure (SMILES)**: N[C@H](C=O)CS.O
**HOMO-LUMO gap**: 0.348 Ha
**Spin multiplicity**: 1
**Lowest unoccupied orbital energy**: 0.312 eV
**Energy above the lowest of the compared OMol25 structures with the same formula, charge and spin**: 292.2 kJ/mol

Last columns: bonded neighbours and bond lengths (Å).
CARTESIAN COORDINATES (ANGSTROEM)
1 N -0.893 0.819 0.587  C2 1.525, H7 1.068, H8 1.022
2 C -0.334 1.634 -0.574  N1 1.525, C3 1.567, C5 1.587, H9 1.046
3 C -1.284 1.832 -1.805  C2 1.567, O4 1.201, H10 1.086
4 O -1.094 2.669 -2.645  C3 1.201
5 C 1.007 0.888 -0.980  C2 1.587, S6 1.790, H11 1.067, H12 1.069
6 S 2.523 0.920 -0.028  C5 1.790, H13 1.273
7 H -0.795 -0.240 0.483  N1 1.068
8 H -0.485 1.103 1.480  N1 1.022
9 H -0.065 2.568 -0.188  C2 1.046
10 H -2.232 1.312 -1.899  C3 1.086
11 H 0.687 -0.105 -1.208  C5 1.067
12 H 1.138 1.469 -1.868  C5 1.069
13 H 3.080 -0.225 -0.003  S6 1.273
14 O -0.591 -4.727 3.196  H15 0.991, H16 0.951
15 H -0.132 -4.261 2.452  O14 0.991
16 H -0.531 -5.656 3.001  O14 0.951


[3]
Entry from OMol25: a 2-piece molecular cluster, C3H9NO2S overall (ωB97M-V/def2-TZVPD).

Output
**HOMO level**: -8.81 eV
**Structure (SMILES)**: NC(=O)CCS.O
**HOMO-LUMO gap**: 0.352 Ha
**Spin multiplicity**: 1
**Lowest unoccupied orbital energy**: 0.764 eV
**Energy above the lowest of the compared OMol25 structures with the same formula, charge and spin**: 60.9 kJ/mol

Last columns: bonded neighbours and bond lengths (Å).
CARTESIAN COORDINATES (ANGSTROEM)
1 N 1.939 -1.127 -1.315  C2 1.365, H7 0.994, H8 1.001
2 C 0.681 -0.725 -0.972  N1 1.365, O3 1.204, C4 1.508
3 O -0.310 -1.376 -1.186  C2 1.204
4 C 0.620 0.545 -0.161  C2 1.508, C5 1.578, H9 1.092, H10 1.086
5 C 0.424 0.099 1.340  C4 1.578, S6 1.821, H11 1.085, H12 1.089
6 S -0.554 1.297 2.302  C5 1.821, H13 1.363
7 H 2.688 -0.505 -1.122  N1 0.994
8 H 2.159 -1.974 -1.804  N1 1.001
9 H 1.497 1.188 -0.065  C4 1.092
10 H -0.191 1.157 -0.547  C4 1.086
11 H 1.398 0.025 1.812  C5 1.085
12 H -0.061 -0.874 1.296  C5 1.089
13 H -1.487 1.529 1.337  S6 1.363
14 O -2.799 0.592 -0.223  H15 0.966, H16 0.955
15 H -2.291 -0.171 -0.527  O14 0.966
16 H -3.713 0.320 -0.167  O14 0.955


[4]
Entry from OMol25: a 2-piece molecular cluster, C3H9NO2S2 overall (ωB97M-V/def2-TZVPD).

Output
**HOMO level**: -8.51 eV
**HOMO-LUMO gap**: 0.307 Ha
**Spin multiplicity**: 1
**Lowest unoccupied orbital energy**: -0.146 eV
**Energy above the lowest of the compared OMol25 structures with the same formula, charge and spin**: 328.4 kJ/mol

Last columns: bonded neighbours and bond lengths (Å).
CARTESIAN COORDINATES (ANGSTROEM)
1 C -1.762 -1.081 -0.211  C3 1.476, H9 1.077, H10 1.020, H11 1.158
2 C -0.791 0.567 1.357  C3 1.428, H12 1.102, H13 1.062, H14 1.087
3 C -1.347 0.309 0.067  C1 1.476, C2 1.428, S7 1.628
4 N 2.014 1.004 -1.350  S8 1.772, H15 1.075, H16 1.016
5 O 1.714 -1.511 -1.002  S8 1.432
6 O 1.798 -0.297 1.097  S8 1.683, H17 1.003
7 S -1.452 1.548 -0.983  C3 1.628
8 S 1.184 -0.292 -0.470  N4 1.772, O5 1.432, O6 1.683
9 H -2.808 -1.331 -0.184  C1 1.077
10 H -1.417 -1.676 0.541  C1 1.020
11 H -1.316 -1.486 -1.200  C1 1.158
12 H -1.635 0.610 2.064  C2 1.102
13 H -0.116 -0.231 1.549  C2 1.062
14 H -0.300 1.535 1.329  C2 1.087
15 H 1.680 2.021 -1.249  N4 1.075
16 H 1.781 0.797 -2.316  N4 1.016
17 H 2.774 -0.486 0.962  O6 1.003


[5]
Entry from OMol25: a 2-piece molecular cluster, C3H9NO3 overall (ωB97M-V/def2-TZVPD).

Output
**HOMO level**: -9.87 eV
**Structure (SMILES)**: COC(N)=O.CO
**HOMO-LUMO gap**: 0.392 Ha
**Spin multiplicity**: 1
**Lowest unoccupied orbital energy**: 0.793 eV
**Energy above the lowest of the compared OMol25 structures with the same formula, charge and spin**: 179.2 kJ/mol

Last columns: bonded neighbours and bond lengths (Å).
CARTESIAN COORDINATES (ANGSTROEM)
1 C 2.065 -0.763 -0.688  O2 1.418, H6 1.095, H7 1.094, H8 1.092
2 O 1.145 -0.049 0.121  C1 1.418, C3 1.507
3 C 0.219 0.901 -0.594  O2 1.507, N4 1.355, O5 1.199
4 N -0.166 1.883 0.257  C3 1.355, H9 1.007, H10 1.011
5 O 0.111 0.884 -1.788  C3 1.199
6 H 1.743 -0.713 -1.733  C1 1.095
7 H 3.061 -0.322 -0.589  C1 1.094
8 H 2.103 -1.802 -0.351  C1 1.092
9 H -0.169 1.656 1.237  N4 1.007
10 H -0.693 2.643 -0.152  N4 1.011
11 C -1.650 -0.730 0.343  O12 1.414, H13 1.092, H14 1.087, H15 1.168
12 O -1.686 -0.157 1.635  C11 1.414, H16 0.962
13 H -2.155 -1.697 0.301  C11 1.092
14 H -2.169 -0.054 -0.331  C11 1.087
15 H -0.526 -0.926 0.093  C11 1.168
16 H -1.233 -0.752 2.240  O12 0.962


[6]
Entry from OMol25: a 2-piece molecular cluster, C3H9NO3 overall (ωB97M-V/def2-TZVPD).

Output
**HOMO level**: -10.27 eV
**Structure (SMILES)**: CCNC(=O)O.O
**HOMO-LUMO gap**: 0.401 Ha
**Spin multiplicity**: 1
**Lowest unoccupied orbital energy**: 0.643 eV
**Energy above the lowest of the compared OMol25 structures with the same formula, charge and spin**: 23.2 kJ/mol

Last columns: bonded neighbours and bond lengths (Å).
CARTESIAN COORDINATES (ANGSTROEM)
1 C -1.482 0.984 -0.629  C2 1.529, H7 1.087, H8 1.094, H9 1.093
2 C -0.923 0.481 0.702  C1 1.529, N3 1.446, H10 1.087, H11 1.089
3 N -0.474 -0.894 0.659  C2 1.446, C4 1.339, H12 0.997
4 C 0.603 -1.487 0.130  N3 1.339, O5 1.198, O6 1.362
5 O 1.570 -0.995 -0.379  C4 1.198
6 O 0.475 -2.834 0.283  C4 1.362, H13 0.940
7 H -1.488 2.063 -0.754  C1 1.087
8 H -2.496 0.623 -0.822  C1 1.094
9 H -0.905 0.570 -1.461  C1 1.093
10 H -1.707 0.510 1.454  C2 1.087
11 H -0.139 1.170 1.012  C2 1.089
12 H -1.078 -1.538 1.122  N3 0.997
13 H 1.294 -3.179 -0.022  O6 0.940
14 O 2.243 1.932 -0.415  H15 0.970, H16 0.963
15 H 2.088 1.261 0.268  O14 0.970
16 H 2.417 1.332 -1.148  O14 0.963


[7]
Entry from OMol25: a 2-piece molecular cluster, C3H9NO3 overall (ωB97M-V/def2-TZVPD).

Output
**HOMO level**: -10.21 eV
**Structure (SMILES)**: O=CNCCO.O
**HOMO-LUMO gap**: 0.399 Ha
**Spin multiplicity**: 1
**Lowest unoccupied orbital energy**: 0.648 eV
**Energy above the lowest of the compared OMol25 structures with the same formula, charge and spin**: 121.4 kJ/mol

Last columns: bonded neighbours and bond lengths (Å).
CARTESIAN COORDINATES (ANGSTROEM)
1 O -0.209 0.896 -1.645  C2 1.209
2 C -0.119 -0.202 -1.147  O1 1.209, N3 1.366, H7 1.099
3 N 0.730 -0.509 -0.122  C2 1.366, C4 1.447, H8 1.013
4 C 0.417 -1.479 0.904  N3 1.447, C5 1.556, H9 1.090, H10 1.089
5 C -0.829 -1.122 1.765  C4 1.556, O6 1.425, H11 1.089, H12 1.102
6 O -1.699 -0.197 1.119  C5 1.425, H13 0.968
7 H -0.680 -1.073 -1.515  C2 1.099
8 H 1.301 0.290 0.128  N3 1.013
9 H 0.182 -2.424 0.413  C4 1.090
10 H 1.308 -1.585 1.522  C4 1.089
11 H -1.447 -2.008 1.908  C5 1.089
12 H -0.527 -0.711 2.742  C5 1.102
13 H -1.225 0.629 0.948  O6 0.968
14 O 1.277 3.367 -2.283  H15 0.965, H16 0.969
15 H 0.510 3.619 -2.812  O14 0.965
16 H 1.011 2.507 -1.926  O14 0.969


[8]
Entry from OMol25: a 2-piece molecular cluster, C3H9NO3 overall (ωB97M-V/def2-TZVPD).

Output
**HOMO level**: -9.27 eV
**Structure (SMILES)**: C/C(O)=N\O.CO
**HOMO-LUMO gap**: 0.369 Ha
**Spin multiplicity**: 1
**Lowest unoccupied orbital energy**: 0.773 eV
**Energy above the lowest of the compared OMol25 structures with the same formula, charge and spin**: 294.0 kJ/mol

Last columns: bonded neighbours and bond lengths (Å).
CARTESIAN COORDINATES (ANGSTROEM)
1 C -1.267 -1.477 0.731  C2 1.491, H6 1.092, H7 1.093, H8 1.093
2 C -0.363 -1.169 -0.413  C1 1.491, O3 1.340, N4 1.301
3 O -0.994 -0.981 -1.580  C2 1.340, H9 0.971
4 N 0.937 -1.105 -0.421  C2 1.301, O5 1.404
5 O 1.461 -1.425 0.841  N4 1.404, H10 0.975
6 H -0.866 -1.067 1.660  C1 1.092
7 H -2.252 -1.034 0.559  C1 1.093
8 H -1.371 -2.561 0.826  C1 1.093
9 H -0.318 -0.876 -2.269  O3 0.971
10 H 2.393 -1.634 0.643  O5 0.975
11 C 0.352 2.559 -0.241  O12 1.413, H13 1.094, H14 1.094, H15 1.093
12 O 0.344 1.536 0.734  C11 1.413, H16 1.010
13 H -0.042 2.173 -1.186  C11 1.094
14 H -0.276 3.386 0.098  C11 1.094
15 H 1.373 2.923 -0.386  C11 1.093
16 H 0.889 0.752 0.404  O12 1.010


Max |F| readings, ordered: 1.69 4.61 1.52 3.14 3.38 1.48 0.84 2.12 eV/Å